A 3-piece molecular cluster, C12H33FNO2P2S overall in a non-equilibrium geometry. Source: the OMol25 dataset; level of theory: wB97M-V/def2-TZVPD.

The HOMO energy comes out at -13.31 eV. As for the total charge: +1. The total energy is -50683.0741 eV. Its spin multiplicity is 1. Its gap between HOMO and LUMO is 6.895 eV.

Element x y z (Å)
N 0.5990 2.2622 0.3032
P 0.3375 1.0333 -0.6945
P -1.6630 0.2150 -0.2385
S -3.3011 1.5349 -0.6693
O -4.5475 0.7832 -0.3968
O -3.1867 2.7032 0.2111
F -3.3299 1.9735 -2.2376
H 0.7713 3.0824 -0.2898
H 1.2583 -0.0382 -0.4248
H 0.4285 1.4634 -2.0714
H -1.6564 -0.2272 1.1278
H -1.7992 -0.9844 -1.0242
C -4.0669 -1.4714 2.6549
C -2.8102 -2.1134 3.2314
C -2.6253 -3.5702 2.8066
C -3.7283 -4.5254 3.2684
C -3.9534 -4.5751 4.7798
C -2.7385 -5.0709 5.5550
H -4.9731 -1.9686 3.0014
H -4.1305 -0.4237 2.9605
H -4.0547 -1.5050 1.5594
H -2.8227 -2.0293 4.3201
H -1.9349 -1.5392 2.8901
H -1.6585 -3.9240 3.1770
H -2.5626 -3.6180 1.7122
H -3.4841 -5.5312 2.9123
H -4.6708 -4.2570 2.7810
H -4.7928 -5.2460 4.9815
H -4.2514 -3.5912 5.1549
H -2.4503 -6.0727 5.2287
H -2.9641 -5.1174 6.6219
H -1.8796 -4.4081 5.4301
C 3.2873 3.6299 -5.5854
C 4.4265 3.8775 -4.6041
C 5.0757 2.5912 -4.0928
C 4.1498 1.6669 -3.2993
C 3.4985 2.3015 -2.0701
C 4.5024 2.7472 -1.0152
H 2.4652 3.0785 -5.1219
H 2.8838 4.5784 -5.9451
H 3.6349 3.0626 -6.4519
H 4.0655 4.4840 -3.7684
H 5.1929 4.4745 -5.1057
H 5.9408 2.8549 -3.4776
H 5.4742 2.0308 -4.9442
H 4.7245 0.7899 -2.9832
H 3.3623 1.2862 -3.9588
H 2.8227 1.5645 -1.6164
H 2.8731 3.1519 -2.3642
H 5.1075 1.9050 -0.6728
H 3.9830 3.1621 -0.1482
H 5.1712 3.5191 -1.3972

***

A 15-piece molecular cluster, C32H50IN17O2 overall in a non-equilibrium geometry. Source: the OMol25 dataset; level of theory: wB97M-V/def2-TZVPD.

The HOMO energy comes out at -8.60 eV. The total energy is -71514.2237 eV. Its spin multiplicity is 1. Its gap between HOMO and LUMO is 8.737 eV.

Element x y z (Å)
N -2.4396 -0.5108 1.8492
C -2.1373 -0.6450 0.3764
C -1.2668 -2.0022 0.1752
O -2.1221 -3.1670 0.0066
C -2.6591 -3.6783 1.2478
I -3.4147 -5.7175 0.8220
N -1.3927 0.5867 -0.0244
N -1.3394 0.7586 -1.4052
C -2.4904 1.2746 -1.8432
O -3.6975 1.2549 -2.2117
H -3.4398 -0.2544 1.9828
H -1.8353 0.2273 2.2675
H -3.1470 -0.7921 -0.1440
H -0.4991 -2.0845 1.0410
H -0.6235 -1.9341 -0.7904
H -1.9239 -3.7199 2.1224
H -3.5633 -3.0083 1.5300
H -0.4296 0.5842 0.3814
C -1.8924 0.0315 -4.8977
C -1.3441 -0.2853 -6.2192
N -0.9127 -0.5341 -7.2594
H -1.2020 0.6489 -4.3144
H -2.8348 0.5804 -4.9733
H -2.0908 -0.8727 -4.3161
C -0.2876 -1.6168 5.1096
C 0.2141 -1.9552 3.7756
N 0.6151 -2.2207 2.7287
H 0.4258 -0.9999 5.6622
H -1.2265 -1.0588 5.0560
H -0.4742 -2.5101 5.7065
C 2.9841 -0.5489 -1.1585
C 2.1491 0.3724 -0.3826
N 1.4909 1.0963 0.2264
H 4.0233 -0.2128 -1.2003
H 2.9860 -1.5523 -0.7267
H 2.6326 -0.6409 -2.1878
C 5.2818 1.9638 1.7070
C 5.8174 1.6559 0.3767
N 6.2383 1.4140 -0.6686
H 5.9754 2.5737 2.2884
H 4.3408 2.5145 1.6449
H 5.0879 1.0551 2.2829
C 6.4549 3.9929 5.6947
C 5.4347 3.9245 4.6441
N 4.6343 3.8701 3.8170
H 7.2091 4.7528 5.4749
H 6.0187 4.2415 6.6652
H 6.9791 3.0404 5.8101
C -3.8338 -4.1275 4.8562
C -2.4637 -4.5427 5.1653
N -1.3876 -4.8725 5.4093
H -4.0376 -3.1108 5.2024
H -4.0279 -4.1480 3.7806
H -4.5678 -4.7837 5.3303
C -0.5414 3.6159 -6.0759
C -0.1552 2.8579 -4.8821
N 0.1484 2.2615 -3.9441
H -0.4167 3.0232 -6.9859
H -1.5879 3.9284 -6.0324
H 0.0626 4.5192 -6.1912
C -6.5803 1.0257 0.3637
C -6.1940 0.2605 1.5533
N -5.8904 -0.3414 2.4885
H -6.4540 0.4393 -0.5499
H -7.6273 1.3363 0.4081
H -5.9772 1.9305 0.2546
C 9.1278 6.3844 8.4482
C 7.7788 5.8328 8.6076
N 6.7193 5.3990 8.7331
H 9.1820 7.0764 7.6041
H 9.4455 6.9327 9.3384
H 9.8652 5.5975 8.2711
C -3.1850 -3.3575 -7.4396
C -3.6849 -4.7290 -7.3010
N -4.0775 -5.8063 -7.1921
H -3.3578 -2.9658 -8.4450
H -3.6747 -2.6772 -6.7384
H -2.1102 -3.2996 -7.2500
C 9.3810 1.5321 3.5112
C 9.5824 1.5196 4.9639
N 9.7397 1.5105 6.1050
H 9.5869 2.5172 3.0851
H 10.0370 0.8174 3.0083
H 8.3533 1.2718 3.2454
C -9.5078 -2.1084 2.0801
C -10.1548 -1.3432 1.0099
N -10.6621 -0.7414 0.1689
H -8.7331 -2.7724 1.6886
H -9.0314 -1.4520 2.8127
H -10.2248 -2.7312 2.6207
C -3.9574 0.9971 -8.7136
C -4.5055 0.2278 -7.5927
N -4.9339 -0.3774 -6.7111
H -4.2936 2.0369 -8.6901
H -2.8644 1.0080 -8.6966
H -4.2631 0.5789 -9.6758
C 3.0886 -2.7072 -5.2281
C 3.7121 -2.5805 -3.9072
N 4.2017 -2.4809 -2.8692
H 2.7732 -3.7344 -5.4268
H 2.2032 -2.0725 -5.3175
H 3.7766 -2.4186 -6.0265

***

C4H5O2Sm as an isolated structure in a non-equilibrium geometry. Source: the OMol25 dataset; level of theory: wB97M-V/def2-TZVPD.

The HOMO energy (alpha / beta) comes out at -15.88 / -16.01 eV. As for the total charge: +2. The total energy is -26205.6625 eV. Its spin multiplicity is 8. Its gap between HOMO and LUMO (alpha / beta) is 6.095 / 6.431 eV. Its expectation value of S² is 15.7657.

Element x y z (Å)
O 0.6807 -2.2386 1.7229
C 0.8914 -1.7434 0.6044
Sm 1.2656 -4.3312 3.3246
H 1.9367 -1.2572 0.2059
O -1.4060 2.0902 -1.5296
C -0.5167 1.6493 -0.5328
C -0.5249 0.1429 -0.5504
C 0.3573 -0.5834 0.1044
H -0.9237 2.6200 -2.1709
H -0.8467 1.9707 0.4706
H 0.5052 2.0270 -0.6923
H -1.4191 -0.3462 -0.9568

***

A 10-piece molecular cluster, C4H30N2O10 overall in a non-equilibrium geometry. Source: the OMol25 dataset; level of theory: wB97M-V/def2-TZVPD.

The HOMO energy comes out at -9.07 eV. The structure (SMILES) is NCCNCCO.O.O.O.O.O.O.O.O.O. The total energy is -28086.6641 eV. Its spin multiplicity is 1. Its gap between HOMO and LUMO is 9.186 eV.

Element x y z (Å)
N 0.0739 -1.3256 3.3067
C -0.4016 0.0508 3.1977
C -0.6030 0.6583 1.7216
N 0.7837 1.0450 1.3327
C 0.8366 2.5779 1.3861
C 1.5390 3.3255 0.2356
O 0.4187 4.0472 -0.2414
H 0.1680 4.9299 0.1374
H -0.6156 -1.9526 3.0874
H 1.0189 -1.3884 2.8807
H -1.4906 0.1583 3.6458
H 0.1249 0.7277 3.9080
H -1.3678 1.4003 1.8049
H -0.9061 -0.0860 0.9708
H 0.7178 0.6966 0.3181
H 1.4954 2.7607 2.2928
H -0.1794 2.9090 1.4187
H 2.3189 4.0270 0.8165
H 1.9282 2.6413 -0.4944
H 0.0147 -1.0890 -2.4141
H 1.3081 -2.0695 -3.0081
O 0.3162 -1.9505 -2.8568
H -2.7143 -2.1837 -2.8556
H -4.0472 -1.8417 -2.5928
O -3.4103 -1.7003 -3.2447
H 4.3707 -0.6660 -0.1673
H 3.2397 0.2527 -0.1597
O 3.7969 -0.3106 -0.7931
H -1.5971 0.8282 -1.6248
H -0.4156 1.7299 -1.6715
O -0.7394 0.8464 -1.2501
H -3.3164 -0.0634 -3.3876
H -3.9786 1.2074 -2.3702
O -3.2646 0.8901 -3.0281
H -0.8944 -2.6601 -1.7489
H -1.1393 -3.4451 -0.6393
O -1.6946 -3.0183 -1.2412
H -3.2871 -1.8625 0.2447
H -2.4399 -0.6711 0.4927
O -3.4306 -0.9068 0.4416
H 2.2849 -0.0429 1.9344
H 3.5164 0.0658 2.8999
O 3.2686 -0.2772 2.1050
H 3.6240 -2.7547 -1.7410
H 2.1726 -2.6718 -1.0552
O 2.5967 -2.8383 -1.9939

***

Which formula does entry 1 have?
C12H33FNO2P2S

***

spin multiplicity of number 1 (C12H33FNO2P2S)?
1

***

Which of these has the highest spin multiplicity?
C4H5O2Sm

***

Repeat the third record exactly.
C4H5O2Sm as an isolated structure in a non-equilibrium geometry. Source: the OMol25 dataset; level of theory: wB97M-V/def2-TZVPD.

The HOMO energy (alpha / beta) comes out at -15.88 / -16.01 eV. As for the total charge: +2. The total energy is -26205.6625 eV. Its spin multiplicity is 8. Its gap between HOMO and LUMO (alpha / beta) is 6.095 / 6.431 eV. Its expectation value of S² is 15.7657.

Element x y z (Å)
O 0.6807 -2.2386 1.7229
C 0.8914 -1.7434 0.6044
Sm 1.2656 -4.3312 3.3246
H 1.9367 -1.2572 0.2059
O -1.4060 2.0902 -1.5296
C -0.5167 1.6493 -0.5328
C -0.5249 0.1429 -0.5504
C 0.3573 -0.5834 0.1044
H -0.9237 2.6200 -2.1709
H -0.8467 1.9707 0.4706
H 0.5052 2.0270 -0.6923
H -1.4191 -0.3462 -0.9568